# 1
Entry from the OMol25 dataset: 2 unconnected molecules or ions with the total composition C9H14O (ωB97M-V/def2-TZVPD).

Element x y z (Å)
C 0.76418 -2.64180 -0.40073
C 1.05732 -1.35182 0.31458
C 2.22389 -1.18010 1.06653
C 2.47201 -0.00601 1.76895
C 1.45813 0.93228 1.92617
O 1.67848 2.07735 2.64317
C 0.20737 0.66408 1.39238
C 0.02950 -0.43451 0.54635
H 1.51482 -3.41178 -0.26598
H 0.57758 -2.40981 -1.45932
H -0.21372 -3.04704 -0.12955
H 3.04398 -1.87129 0.90053
H 3.38865 -0.00958 2.34776
H 2.09409 1.90747 3.46158
H -0.63920 1.26407 1.69657
H -0.93252 -0.53356 0.05814
C -2.83707 1.16716 -1.42427
C -1.83336 1.37815 -2.59161
H -2.37673 1.58650 -0.53398
H -3.83674 1.57311 -1.57055
H -3.09260 0.11990 -1.24638
H -0.86465 1.54399 -2.12787
H -2.18810 2.20707 -3.18980
H -1.69531 0.47618 -3.18269

## Properties
**Relative energy (zero: lowest compared OMol25 entry of this formula, charge and spin)**: 16.31 kcal/mol
**SMILES**: Cc1ccc(O)cc1.CC
**HOMO**: -8.592 eV
**Energy**: -426.546799 hartree
**Gap between HOMO and LUMO**: 9.5 eV
**Maximum force**: 1.891 eV Å⁻¹
**Total charge**: 0

Calculated atomic charges, method Löwdin, unit e: -0.059 -0.278 -0.052 -0.023 -0.329 0.051 -0.011 -0.043 0.073 0.081 0.077 0.109 0.113 0.081 0.114 0.098 -0.172 -0.149 0.046 0.055 0.053 0.052 0.056 0.056

# 2
Entry from the OMol25 dataset: 2 unconnected molecules or ions with the total composition C3H8O2S2 (ωB97M-V/def2-TZVPD).

Element x y z (Å)
O 2.13354 0.15204 0.21592
C 1.54256 -0.88878 0.06959
C 0.23039 -1.08621 0.83134
C -0.91413 -1.22960 -0.17646
S -2.50862 -0.48355 0.24138
S -2.53841 1.34878 -0.83515
H 1.78122 -1.62550 -0.71601
H 0.09367 -0.19787 1.44454
H 0.26749 -1.97072 1.46924
H -1.13225 -2.28977 -0.29231
H -0.68762 -0.81296 -1.16114
H -1.18569 1.52491 -0.90290
O 0.74420 2.59120 -0.38235
H 1.20553 1.79323 -0.13575
H 0.96812 3.17481 0.33005

## Properties
**Relative energy (zero: lowest compared OMol25 entry of this formula, charge and spin)**: 32.16 kcal/mol
**SMILES**: O=CCCSS.O
**HOMO**: -8.302 eV
**Energy**: -1065.930785 hartree
**Gap between HOMO and LUMO**: 8.7 eV
**Maximum force**: 1.797 eV Å⁻¹
**Total charge**: 0

Calculated atomic charges, method Löwdin, unit e: 0.036 -0.228 -0.203 -0.590 0.432 0.316 0.135 0.107 0.115 0.066 0.063 -0.210 -0.057 -0.020 0.037

# 3
Entry from the OMol25 dataset: a single C4H8O2 molecule (ωB97M-V/def2-TZVPD).

Element x y z (Å)
C 1.58787 -0.38046 0.64342
C 0.12066 -0.00089 0.73304
O 0.01368 1.41227 0.67203
C -0.72304 -0.53716 -0.42276
C -1.92715 0.25737 -0.73024
O -0.47865 0.28770 -1.61284
H 2.01437 -0.06049 -0.31375
H 2.14864 0.10664 1.44583
H 1.71487 -1.46449 0.73504
H -0.31101 -0.38121 1.67141
H -0.06728 1.10007 -1.23582
H -0.58634 -1.59192 -0.67117
H -0.95213 1.56023 0.51811
H -2.55450 -0.30766 -1.43229

## Properties
**Relative energy (zero: lowest compared OMol25 entry of this formula, charge and spin)**: 103.67 kcal/mol
**HOMO**: -8.724 eV
**Energy**: -307.547217 hartree
**Gap between HOMO and LUMO**: 9.6 eV
**Maximum force**: 0.273 eV Å⁻¹
**Total charge**: 0

Calculated atomic charges, method Löwdin, unit e: -0.037 -0.414 -0.076 -0.324 0.063 -0.013 0.086 0.085 0.086 0.152 0.124 0.150 0.074 0.043

# 4
Entry from the OMol25 dataset: a molecular structure, C33H47Cl2N3O2RhSe (ωB97M-V/def2-TZVPD).

Element x y z (Å)
Rh -2.11412 1.12540 1.60046
C -0.63848 -2.97714 -4.56146
C -0.63929 -1.48036 -4.87488
C 0.75809 -1.09345 -5.38886
C -1.67527 -1.21746 -5.97989
C -0.97126 -0.63283 -3.65465
C -1.23940 -1.17348 -2.40972
C -1.51894 -0.33737 -1.34590
Se -1.88414 -1.09817 0.38720
C -0.03542 -1.30148 0.89872
C 0.64356 -2.40882 0.43730
C 1.97033 -2.60634 0.78573
C 2.54321 -1.66329 1.64029
C 1.88497 -0.54705 2.13288
C 0.53528 -0.32267 1.72560
O -0.14097 0.73351 2.12134
C 2.55935 0.41254 3.11517
C 4.00931 0.02097 3.40961
C 1.77397 0.38469 4.43859
C 2.57179 1.84187 2.54479
C 2.73010 -3.80429 0.22692
C 2.77876 -3.65907 -1.30422
C 2.00227 -5.10498 0.59947
C 4.16198 -3.88759 0.75708
C -1.60514 1.05946 -1.44285
O -1.95191 1.79462 -0.41723
C -1.32675 1.62394 -2.72735
C -1.02189 0.76316 -3.76386
C -1.35631 3.14041 -2.91190
C -0.99942 3.56369 -4.33787
C -2.77426 3.65666 -2.60482
C -0.33715 3.79218 -1.96029
H -0.38647 -3.53658 -5.46235
H -1.62179 -3.31322 -4.22707
H 0.10538 -3.22192 -3.80063
H 1.02059 -1.71211 -6.24867
H 1.50810 -1.24827 -4.61140
H 0.79681 -0.05000 -5.70132
H -1.44894 -1.83439 -6.85103
H -1.67236 -0.17471 -6.29672
H -2.67846 -1.46854 -5.63185
H -1.25367 -2.24620 -2.25900
H 0.11804 -3.12726 -0.18260
H 3.56579 -1.81887 1.94509
H 4.07232 -0.95430 3.89509
H 4.44198 0.76021 4.08403
H 4.61190 0.01120 2.50022
H 1.66019 -0.64281 4.79057
H 0.78569 0.81970 4.30362
H 2.30130 0.95895 5.20238
H 3.13925 1.87066 1.61336
H 3.04810 2.51719 3.25803
H 1.56516 2.20231 2.35344
H 1.77628 -3.66571 -1.73432
H 3.34456 -4.48095 -1.74666
H 3.26155 -2.72036 -1.58046
H 0.99578 -5.14297 0.18231
H 1.92750 -5.20101 1.68380
H 2.55685 -5.96348 0.21765
H 4.73753 -2.99826 0.49611
H 4.66432 -4.74853 0.31596
H 4.17348 -4.01484 1.84098
H -0.81711 1.19452 -4.73302
H -1.71307 3.17150 -5.06448
H 0.00711 3.24542 -4.61310
H -1.03061 4.65203 -4.39946
H -3.49828 3.19348 -3.27723
H -2.81573 4.73866 -2.74671
H -3.05325 3.42466 -1.57837
H 0.67098 3.45060 -2.20026
H -0.54897 3.54367 -0.92309
H -0.36595 4.87826 -2.06877
Cl -2.23287 3.76671 1.95790
C -3.95874 3.77934 1.53932
Cl -4.53019 2.09754 1.44044
H -4.08373 4.23850 0.56450
H -4.51648 4.30525 2.30613
N -2.65284 2.75468 6.62453
C -2.41287 1.69187 5.82605
C -2.90197 1.63201 4.50714
N -2.61977 0.60938 3.70849
C -1.89467 -0.39525 4.21951
C -1.43988 -0.33796 5.52474
N -1.67674 0.69429 6.31776
H -3.27653 3.48489 6.33751
H -2.36282 2.70225 7.58569
H -3.54536 2.41568 4.13130
H -1.68234 -1.23946 3.57968
H -0.85697 -1.14476 5.94985

## Properties
**HOMO (alpha / beta)**: -10.266 / -10.266 eV
**Energy**: -5032.555041 hartree
**Gap between HOMO and LUMO (alpha / beta)**: 5.2 / 5.2 eV
**Maximum force**: 2.715 eV Å⁻¹
**Total charge**: +1

Calculated atomic charges, method Löwdin, unit e: 0.761 -0.060 -0.556 -0.037 -0.039 -0.160 -0.058 -0.378 1.276 -0.385 -0.069 -0.160 0.046 -0.075 -0.355 -0.205 -0.531 -0.061 -0.039 -0.033 -0.555 -0.038 -0.041 -0.059 -0.360 -0.264 -0.075 0.039 -0.532 -0.061 -0.034 -0.033 0.090 0.089 0.074 0.089 0.089 0.080 0.089 0.079 0.092 0.099 0.106 0.091 0.091 0.089 0.091 0.092 0.058 0.092 0.095 0.089 0.066 0.066 0.090 0.093 0.075 0.092 0.089 0.089 0.089 0.091 0.100 0.090 0.091 0.090 0.095 0.089 0.052 0.095 0.059 0.088 0.661 -0.857 0.651 0.041 0.046 0.157 -0.352 -0.093 -0.044 -0.119 -0.099 0.156 0.106 0.116 0.077 0.108 0.124

# 5
Entry from the OMol25 dataset: 15 unconnected molecules or ions with the total composition C15H60O15 (ωB97M-V/def2-TZVPD).

Element x y z (Å)
C 11.12683 31.93434 14.33070
O 10.40984 33.08486 14.75629
H 12.00828 32.25789 13.77757
H 11.42625 31.27362 15.18141
H 10.48543 31.34424 13.66801
H 9.55776 32.80240 15.09711
C 7.91292 27.55765 13.47038
O 9.19483 28.13823 13.56481
H 7.55783 27.59519 12.43772
H 7.94527 26.51923 13.80818
H 7.13599 28.12569 13.99639
H 9.59348 27.80478 14.37858
C 8.75479 28.86835 19.17969
O 7.81588 29.74390 19.79600
H 8.27849 28.03810 18.65857
H 9.40223 29.39226 18.47690
H 9.29758 28.40018 20.00775
H 8.33344 30.50922 20.08668
C 7.98302 35.29625 13.89268
O 7.89052 36.62894 13.40766
H 7.02143 35.02117 14.34053
H 8.24650 34.61231 13.09047
H 8.72678 35.21076 14.69253
H 7.99200 37.21829 14.15811
C 4.22203 32.10120 13.47388
O 4.62033 31.36219 12.33610
H 3.22750 31.74559 13.74926
H 4.84857 31.92965 14.35284
H 4.19920 33.16443 13.22506
H 5.44506 31.71161 11.97183
C 4.60770 28.78310 15.54388
O 4.65659 27.66873 14.65697
H 3.97424 29.57503 15.14178
H 4.20095 28.42382 16.49026
H 5.60823 29.20705 15.66273
H 4.20265 27.92115 13.84976
C 8.22723 31.17454 16.63469
O 7.81625 31.86409 15.45548
H 8.92261 30.38741 16.34125
H 8.58993 31.87192 17.38854
H 7.40162 30.57854 17.04200
H 7.01362 32.38202 15.66468
C 4.33385 29.43760 20.01460
O 5.19536 29.69561 18.91014
H 3.54914 28.75896 19.67664
H 4.82604 29.03651 20.90032
H 3.84685 30.36318 20.33720
H 6.10388 29.58553 19.23836
C 10.98724 27.39899 17.10347
O 9.81322 27.65496 16.34682
H 11.80795 27.99971 16.71393
H 10.85089 27.66247 18.15457
H 11.26295 26.34584 17.01206
H 9.07743 27.16860 16.72889
C 9.49802 34.39249 16.37927
O 9.77072 34.37464 17.77865
H 8.79496 35.20233 16.19078
H 10.40122 34.54327 15.79565
H 9.13815 33.44811 16.03584
H 10.44534 35.00813 18.02783
C 5.89295 34.59269 17.02386
O 5.61363 33.46699 16.22682
H 6.59057 34.37004 17.83613
H 6.30402 35.39180 16.40520
H 5.01616 35.08306 17.46089
H 5.10263 32.79877 16.72564
C 11.94553 31.19124 16.82960
O 13.09923 30.45930 17.26535
H 12.11404 31.52484 15.77940
H 11.12406 30.47550 16.92081
H 11.73070 32.07654 17.43528
H 12.95120 30.06595 18.12821
C 8.81640 33.01147 21.01916
O 9.03417 32.30632 19.80152
H 8.85676 32.31743 21.85640
H 9.60060 33.76134 21.15202
H 7.84792 33.51669 20.99151
H 9.13082 32.97078 19.10599
C 8.08282 31.52819 11.99976
O 7.11866 31.74775 10.97684
H 7.59793 31.43997 12.96998
H 8.66307 30.63740 11.75336
H 8.76245 32.38009 12.10274
H 7.49974 31.94017 10.11964
C 2.71222 31.18113 17.19361
O 4.08642 31.50183 17.19509
H 2.48510 30.13027 16.99995
H 2.20187 31.49455 18.10859
H 2.18203 31.68681 16.38285
H 4.52307 30.75790 17.65170

## Properties
**Relative energy (zero: lowest compared OMol25 entry of this formula, charge and spin)**: 238.45 kcal/mol
**HOMO**: -9.196 eV
**Energy**: -1735.706632 hartree
**Gap between HOMO and LUMO**: 9.5 eV
**Maximum force**: 5.143 eV Å⁻¹
**Total charge**: 0

Calculated atomic charges, method Löwdin, unit e: -0.121 -0.174 0.107 0.004 0.087 0.010 -0.164 -0.138 0.079 0.081 0.056 0.028 -0.135 -0.135 0.083 0.060 0.090 0.056 -0.145 -0.104 0.076 0.082 0.025 0.069 -0.163 -0.126 0.072 0.049 0.085 0.028 -0.151 -0.119 0.068 0.073 0.071 0.077 -0.106 -0.147 0.074 0.070 0.080 0.052 -0.125 -0.154 0.081 0.084 0.080 0.041 -0.126 -0.135 0.080 0.063 0.087 0.084 -0.153 -0.102 0.069 0.103 0.033 0.092 -0.140 -0.146 0.080 0.065 0.083 0.043 -0.139 -0.113 0.030 0.075 0.098 0.068 -0.128 -0.157 0.081 0.082 0.083 0.034 -0.133 -0.128 0.068 0.082 0.070 0.086 -0.143 -0.147 0.076 0.081 0.082 0.042

# 6
Entry from the OMol25 dataset: a molecular structure, C16H29AsOReS5 (ωB97M-V/def2-TZVPD).

Element x y z (Å)
Re 1.17723 0.10575 -0.59727
C 0.74673 1.28795 1.31493
C 2.06383 1.92205 1.20993
C 1.99773 2.93315 0.23833
C 0.65543 3.00565 -0.24747
C -0.13267 2.04865 0.42853
C -1.62787 2.01115 0.48343
C 0.17943 4.00555 -1.24267
C 3.15983 3.75675 -0.19547
C 3.20353 1.69745 2.13423
C 0.28843 0.64225 2.59533
H -1.98237 2.77975 1.17623
H -1.97177 1.04545 0.85013
H -2.08267 2.20975 -0.48777
H 0.05723 4.97445 -0.75647
H -0.77637 3.71935 -1.67737
H 0.90973 4.12995 -2.04157
H 3.98903 3.10225 -0.46857
H 3.50053 4.39295 0.62163
H 2.91483 4.38515 -1.04737
H 3.18763 2.46275 2.91163
H 4.15403 1.76695 1.60803
H 3.13143 0.73005 2.62193
H 0.07383 1.41385 3.33553
H 1.06583 -0.00945 2.98923
H -0.60807 0.04735 2.43963
S 3.57633 -1.86545 2.02913
As 2.89823 -1.39405 0.12913
S 2.39513 1.04415 -2.37877
S 1.14833 -0.38785 -2.96467
S 3.80113 -2.58885 -1.30287
C -1.58477 -4.38485 1.05793
C -0.91497 -4.25535 -0.30407
C 0.08923 -3.11985 -0.32157
S -0.59307 -1.41205 -0.28817
O -1.49397 -1.28235 0.84783
C -1.65127 -1.43265 -1.79907
C -3.09557 -1.81785 -1.51397
C -3.99837 -0.59145 -1.45527
H -2.29637 -5.20685 1.05673
H -2.10367 -3.46765 1.32013
H -0.83447 -4.57455 1.82253
H -1.66047 -4.11555 -1.09027
H -0.37437 -5.17895 -0.52737
H 0.70263 -3.13715 -1.22607
H 0.74103 -3.18335 0.55863
H -1.15167 -2.10055 -2.49727
H -1.60697 -0.41895 -2.19937
H -3.15067 -2.33455 -0.55367
H -3.44857 -2.50005 -2.28987
H -3.66577 0.06385 -0.65527
H -5.02727 -0.87785 -1.25367
H -3.97407 -0.04605 -2.39747

## Properties
**Relative energy (zero: lowest compared OMol25 entry of this formula, charge and spin)**: 28.62 kcal/mol
**Multiplicity**: 2
**HOMO (alpha / beta)**: -7.498 / -7.342 eV
**Energy**: -5007.257640 hartree
**Gap between HOMO and LUMO (alpha / beta)**: 5.6 / 5.8 eV
**Maximum force**: 4.433 eV Å⁻¹
**Total charge**: 0

Calculated atomic charges, method Löwdin, unit e: 0.531 -0.415 -0.260 -0.225 -0.234 -0.272 -0.029 -0.024 -0.019 -0.057 -0.042 0.100 0.054 0.078 0.097 0.080 0.074 0.089 0.098 0.077 0.100 0.087 0.000 0.094 0.062 0.053 -0.010 -0.001 -0.003 0.020 -0.042 -0.098 -0.268 -0.348 0.704 -0.452 -0.341 -0.284 -0.093 0.076 0.053 0.083 0.097 0.119 0.061 0.070 0.079 0.058 0.091 0.115 0.059 0.076 0.080

Please write out number 1 again, unchanged.
Entry from the OMol25 dataset: 2 unconnected molecules or ions with the total composition C9H14O (ωB97M-V/def2-TZVPD).

Element x y z (Å)
C 0.76418 -2.64180 -0.40073
C 1.05732 -1.35182 0.31458
C 2.22389 -1.18010 1.06653
C 2.47201 -0.00601 1.76895
C 1.45813 0.93228 1.92617
O 1.67848 2.07735 2.64317
C 0.20737 0.66408 1.39238
C 0.02950 -0.43451 0.54635
H 1.51482 -3.41178 -0.26598
H 0.57758 -2.40981 -1.45932
H -0.21372 -3.04704 -0.12955
H 3.04398 -1.87129 0.90053
H 3.38865 -0.00958 2.34776
H 2.09409 1.90747 3.46158
H -0.63920 1.26407 1.69657
H -0.93252 -0.53356 0.05814
C -2.83707 1.16716 -1.42427
C -1.83336 1.37815 -2.59161
H -2.37673 1.58650 -0.53398
H -3.83674 1.57311 -1.57055
H -3.09260 0.11990 -1.24638
H -0.86465 1.54399 -2.12787
H -2.18810 2.20707 -3.18980
H -1.69531 0.47618 -3.18269

## Properties
**Relative energy (zero: lowest compared OMol25 entry of this formula, charge and spin)**: 16.31 kcal/mol
**SMILES**: Cc1ccc(O)cc1.CC
**HOMO**: -8.592 eV
**Energy**: -426.546799 hartree
**Gap between HOMO and LUMO**: 9.5 eV
**Maximum force**: 1.891 eV Å⁻¹
**Total charge**: 0

Calculated atomic charges, method Löwdin, unit e: -0.059 -0.278 -0.052 -0.023 -0.329 0.051 -0.011 -0.043 0.073 0.081 0.077 0.109 0.113 0.081 0.114 0.098 -0.172 -0.149 0.046 0.055 0.053 0.052 0.056 0.056

Question: energy of number 1 (C9H14O)?
Answer: -426.546799 hartree